No. 1
C31H29AgN3O6P2Se as an isolated structure in a non-equilibrium geometry, computed with ωB97M-V with the def2-TZVPD basis set.

The highest occupied orbital energy comes out at -5.05 eV. As for the energy above the lowest of the compared OMol25 structures with the same formula, charge and spin: 0.626 eV. As for the multiplicity: 1. Its maximum force is 0.029 hartree/bohr. Its charge is -1. The calculation puts the gap between HOMO and LUMO at 7.38 eV.

Structure (XYZ):
```
73
C31H29AgN3O6P2Se ωB97M-V with the def2-TZVPD basis set
Ag -0.91 -1.18 -1.10
N 0.36 1.53 -0.26
P -0.49 0.56 0.90
C 0.88 0.48 2.19
C 1.44 -0.77 2.44
C 2.44 -0.94 3.39
C 2.89 0.15 4.12
C 2.34 1.41 3.89
C 1.34 1.57 2.94
C -1.53 1.77 1.79
C -1.53 3.12 1.47
C -2.32 4.01 2.19
C -3.11 3.56 3.23
C -3.13 2.20 3.54
C -2.33 1.32 2.83
P 1.12 0.58 -1.50
C 2.82 0.42 -0.72
C 3.24 -0.87 -0.39
C 4.50 -1.09 0.16
C 5.36 -0.02 0.38
C 4.95 1.27 0.04
C 3.70 1.48 -0.50
C 1.60 1.80 -2.76
C 1.06 3.08 -2.81
C 1.45 3.97 -3.80
C 2.36 3.58 -4.77
C 2.88 2.30 -4.75
C 2.50 1.41 -3.75
H 1.02 2.15 0.19
H 1.08 -1.62 1.86
H 2.87 -1.92 3.57
H 3.66 0.03 4.87
H 2.68 2.26 4.46
H 0.91 2.55 2.78
H -0.96 3.48 0.62
H -2.31 5.06 1.93
H -3.74 4.25 3.78
H -3.76 1.84 4.34
H -2.35 0.26 3.07
H 2.57 -1.70 -0.56
H 4.82 -2.10 0.41
H 6.34 -0.19 0.79
H 5.62 2.10 0.21
H 3.40 2.49 -0.77
H 0.30 3.36 -2.09
H 1.02 4.97 -3.83
H 2.66 4.28 -5.55
H 3.58 1.98 -5.51
H 2.91 0.41 -3.72
O -5.20 -4.17 2.47
C -4.05 -4.96 2.19
N -3.20 -4.39 1.18
C -3.42 -4.68 -0.14
O -4.29 -5.45 -0.51
C -2.51 -3.99 -1.10
C -2.98 -3.63 -2.36
C -2.13 -2.99 -3.23
C -0.81 -2.77 -2.84
N -0.32 -3.15 -1.63
C -1.19 -3.72 -0.78
H -5.72 -4.13 1.66
H -4.33 -5.95 1.86
H -3.50 -5.02 3.13
H -2.69 -3.55 1.40
H -4.02 -3.82 -2.62
H -2.47 -2.63 -4.19
H -0.08 -2.37 -3.53
H -0.75 -4.09 0.14
O -1.03 0.77 -2.76
Se -2.54 1.01 -2.11
O -3.55 -0.08 -2.78
O -2.37 0.56 -0.48
O -3.01 2.55 -2.23
```

No. 2
C31H29AsHgN5O8S as an isolated structure, computed with ωB97M-V with the def2-TZVPD basis set.

The highest occupied orbital energy (spin up / spin down) comes out at 0.07 / -2.02 eV. As for the energy above the lowest of the compared OMol25 structures with the same formula, charge and spin: 0.000 eV. As for the expectation value of S²: 0.775. As for the multiplicity: 2. Its maximum force is 0.005 hartree/bohr. Its charge is -2. The calculation puts the gap between HOMO and LUMO (spin up / spin down) at 4.27 / 6.36 eV.

Structure (XYZ):
```
76
C31H29AsHgN5O8S ωB97M-V with the def2-TZVPD basis set
Hg -0.41 -2.02 -1.00
C -4.56 -0.95 0.20
C -3.34 -1.23 -0.64
N -2.41 -2.05 -0.18
N -2.64 -2.71 1.00
C -1.66 -3.51 1.35
O -0.56 -3.71 0.75
C -1.90 -4.26 2.63
C -3.10 -4.16 3.34
C -3.29 -4.88 4.51
C -2.29 -5.72 4.99
C -1.09 -5.83 4.28
C -0.91 -5.10 3.11
C -3.16 -0.59 -1.90
C -4.02 0.43 -2.39
C -3.79 1.00 -3.61
C -2.69 0.59 -4.38
C -1.86 -0.37 -3.83
N -2.06 -0.95 -2.65
H -4.81 -1.84 0.77
H -5.41 -0.66 -0.42
H -4.35 -0.15 0.91
H -3.86 -3.50 2.96
H -4.22 -4.78 5.05
H -2.43 -6.28 5.90
H -0.31 -6.48 4.65
H 0.01 -5.17 2.54
H -4.85 0.78 -1.78
H -4.45 1.79 -3.96
H -2.47 1.02 -5.35
H -0.96 -0.69 -4.35
O 1.29 0.34 -2.96
As 2.11 -1.20 -3.07
O 2.40 -1.55 -4.64
O 1.23 -2.36 -2.24
C 3.84 -0.95 -2.18
C 4.90 -1.42 -2.94
C 6.21 -1.34 -2.47
C 6.45 -0.77 -1.23
C 5.40 -0.29 -0.47
C 4.09 -0.37 -0.94
S 2.80 0.32 0.11
O 3.47 0.75 1.32
O 2.26 1.44 -0.68
O 1.84 -0.76 0.27
H 1.54 0.80 -2.12
H 4.68 -1.84 -3.92
H 7.02 -1.72 -3.07
H 7.46 -0.71 -0.85
H 5.56 0.16 0.50
C -0.14 5.10 -0.11
N 0.23 3.72 -0.37
N -0.24 2.86 0.64
C -0.83 1.71 0.05
O -1.19 0.73 0.66
C -0.84 2.00 -1.38
C -0.22 3.17 -1.57
C 0.06 3.87 -2.85
C 0.47 2.82 1.86
C 1.73 3.40 1.96
C 2.40 3.38 3.18
C 1.83 2.77 4.28
C 0.58 2.17 4.17
C -0.11 2.20 2.96
H 0.27 5.41 0.85
H -1.23 5.23 -0.10
H 0.29 5.73 -0.89
H -1.19 1.32 -2.13
H -0.20 3.21 -3.68
H 1.12 4.11 -2.92
H -0.52 4.79 -2.95
H 2.20 3.80 1.08
H 3.39 3.81 3.24
H 2.37 2.73 5.22
H 0.14 1.66 5.01
H -1.07 1.72 2.86
```

No. 3
C31H29BrN8Pt as an isolated structure in a non-equilibrium geometry, computed with ωB97M-V with the def2-TZVPD basis set.

The highest occupied orbital energy (spin up / spin down) comes out at -16.92 / -19.38 eV. As for the energy above the lowest of the compared OMol25 structures with the same formula, charge and spin: 0.387 eV. As for the expectation value of S²: 6.155. As for the multiplicity: 5. Its maximum force is 0.084 hartree/bohr. Its charge is +4. The calculation puts the gap between HOMO and LUMO (spin up / spin down) at 4.40 / 4.70 eV.

Structure (XYZ):
```
70
C31H29BrN8Pt ωB97M-V with the def2-TZVPD basis set
Pt 11.14 9.94 11.52
N 8.02 11.46 9.00
C 9.13 10.81 9.46
N 9.85 11.18 10.49
C 9.70 12.46 11.01
N 10.57 12.79 11.95
N 11.30 11.75 12.36
C 12.28 11.88 13.26
C 13.02 10.73 13.67
C 14.06 10.85 14.75
C 14.97 9.81 14.83
C 14.93 8.76 13.87
C 13.77 8.57 13.12
N 12.81 9.54 13.04
C 8.57 13.27 10.54
C 8.40 14.58 10.85
C 7.54 15.43 10.09
C 6.76 14.91 9.07
C 6.77 13.55 8.83
C 7.69 12.73 9.51
H 7.40 11.09 8.29
H 9.37 9.86 9.05
H 12.41 12.89 13.72
H 14.21 11.75 15.30
H 15.72 9.82 15.61
H 15.75 8.06 13.87
H 13.64 7.62 12.55
H 9.01 15.02 11.67
H 7.51 16.43 10.44
H 6.14 15.59 8.52
H 6.12 13.21 7.99
Br 10.11 9.74 19.00
C 9.90 9.76 17.08
C 10.37 8.60 16.40
C 10.17 8.48 15.02
C 9.69 9.57 14.29
C 9.34 10.74 14.93
C 9.39 10.80 16.34
N 9.63 9.44 12.85
C 8.82 8.53 12.29
C 9.32 7.74 11.19
C 8.76 6.56 10.65
C 9.34 5.98 9.55
C 10.55 6.50 8.98
C 11.20 7.50 9.72
N 10.54 8.17 10.69
H 10.81 7.77 17.01
H 10.57 7.59 14.58
H 9.07 11.66 14.45
H 9.05 11.74 16.82
H 7.84 8.41 12.66
H 7.82 6.21 11.11
H 8.84 5.10 9.11
H 11.01 6.14 8.09
H 12.18 7.87 9.48
C 14.72 12.72 9.01
C 14.50 11.23 8.65
C 14.02 11.15 7.13
C 15.73 10.34 8.93
C 13.48 10.66 9.58
N 12.58 10.40 10.27
H 15.47 13.19 8.34
H 15.07 12.90 10.06
H 13.75 13.27 8.89
H 14.82 11.51 6.49
H 13.10 11.75 6.96
H 13.78 10.11 6.86
H 16.67 10.87 8.63
H 15.70 9.35 8.46
H 15.80 10.19 10.02
```